{"formula": "C6H6", "method": "ωB97M-V/def2-TZVPD", "species": ["H", "H", "C", "H", "H", "C", "C", "H", "H", "C", "C", "C"], "coordinates": [[-2.667008, 0.962306, 0.521562], [-0.983119, 1.427307, 0.231183], [1.258504, -0.661768, 0.133718], [-1.571023, -1.209133, 0.899841], [4.650032, 0.564194, -0.263014], [-1.793678, 0.773901, -0.107087], [0.084390, -0.811139, -0.103978], [-1.880966, -1.301293, -0.816628], [-2.042300, 1.079716, -1.129353], [-1.363364, -0.713242, -0.052380], [3.686626, 0.161638, -0.063627], [2.576239, -0.273960, 0.099718]], "forces_ev_per_angstrom": [[0.043, -0.085, -0.094], [-0.171, -0.193, 0.043], [-0.322, 0.033, -0.555], [-0.579, 0.299, 0.079], [0.036, -0.058, 0.130], [-0.074, 0.024, 0.037], [0.499, 0.178, 0.181], [0.239, 0.071, 0.014], [0.072, -0.162, 0.167], [-0.061, -0.109, 0.117], [-0.231, -0.140, 0.055], [0.549, 0.144, -0.175]], "lowdin_charge": [0.068, 0.075, -0.056, 0.113, 0.027, -0.090, -0.031, 0.109, 0.074, -0.243, 0.119, -0.164], "mol_weight_g_mol": 78.11, "de_lowest_kcal_mol": 86.71, "smiles": "C#CC#CCC", "multiplicity": 1, "homo_lumo_gap_ev": 10.1}



{"formula": "C6H6", "method": "ωB97M-V/def2-TZVPD", "species": ["H", "C", "C", "H", "H", "C", "H", "C", "C", "H", "H", "C"], "coordinates": [[1.593783, -1.631608, -0.075260], [0.948253, -0.635363, 1.739646], [0.240823, -0.081952, -0.547077], [-3.643369, 1.913056, -2.666597], [2.218614, 0.005425, 0.049551], [-2.751467, 1.508312, -2.246069], [0.131153, -1.345921, 1.898590], [1.338284, -0.617476, 0.253269], [-0.684057, 0.449068, -1.112746], [1.786995, -0.937551, 2.373140], [0.594368, 0.347455, 2.064704], [-1.773380, 1.026554, -1.731150]], "forces_ev_per_angstrom": [[-0.073, 0.147, -0.021], [-0.006, -0.019, 0.090], [-0.361, 0.256, -0.227], [0.153, -0.008, -0.007], [-0.076, -0.107, 0.249], [0.285, -0.185, 0.229], [0.116, 0.107, -0.031], [0.019, -0.018, -0.039], [0.296, -0.241, 0.169], [-0.061, 0.054, -0.133], [0.129, -0.123, -0.063], [-0.420, 0.139, -0.218]], "lowdin_charge": [0.112, -0.106, -0.026, 0.029, 0.114, 0.118, 0.077, -0.253, -0.053, 0.070, 0.077, -0.161], "mol_weight_g_mol": 78.11, "de_lowest_kcal_mol": 79.96, "smiles": "C#CC#CCC", "multiplicity": 1, "homo_lumo_gap_ev": 10.3}



Computed values of DFT total energy (unit: eV) for the preceding records, in sequence: -6315.4400, -6315.7326.
Computed values of LUMO level (unit: hartree) for the preceding records, in sequence: 0.0350, 0.0362.
Computed values of highest occupied orbital energy (unit: eV) for the preceding records, in sequence: -9.196, -9.268.